A 2-piece molecular cluster, C2H8N2O overall, computed with ωB97M-V/def2-TZVPD.

```
13
C2H8N2O | the Open Molecules 2025 dataset | ωB97M-V/def2-TZVPD
H 1.05 2.55 2.07
N 0.59 1.74 1.68
C -0.63 1.99 1.37
N -1.35 0.89 0.85
C -2.15 1.38 -0.28
H -1.37 2.79 1.76
H -0.66 0.15 0.64
H -2.85 1.97 0.17
H -1.65 2.02 -1.11
H -2.44 0.38 -0.80
O 3.59 -5.61 -2.25
H 3.86 -5.37 -1.38
H 3.99 -4.88 -2.73
```

The value obtained for the energy relative to the best compared isomer or geometry (same formula, charge and spin) is 2.3155 eV. For the frontier orbital gap, the calculation gives 10.3641 eV. The value obtained for the lowest unoccupied orbital energy is 1.1 eV. The SMILES is [H]/N=C/NC.O.